[1]
DFT (the ωB97M-V functional and the def2-TZVPD basis) results for a structure of composition C4H11IN2.

Values from the calculation:
ΔE to the lowest compared entry with this formula, charge and spin	206.6	kJ/mol
total charge	+2
HOMO	-18.52	eV
spin multiplicity	1

Positions of all 18 atoms, in Å:
1 C 0.02 -0.95 -1.31
2 C 0.92 -0.57 0.99
3 C 0.28 0.43 -1.30
4 C -1.31 0.00 0.66
5 N -1.71 -1.85 -1.86
6 N -0.18 -0.30 0.01
7 I -1.83 -3.43 -0.62
8 H 0.62 -1.83 -1.46
9 H 1.71 -1.07 0.48
10 H 1.31 0.42 1.40
11 H 0.52 -1.34 1.58
12 H -0.36 1.30 -1.73
13 H 1.35 0.54 -1.52
14 H -1.55 -2.52 -2.62
15 H -2.10 0.53 0.13
16 H -1.92 -0.82 0.93
17 H -1.07 0.51 1.57
18 H -2.45 -1.10 -1.77

---

[2]
DFT (the ωB97M-V functional and the def2-TZVPD basis) results for a cluster of 2 separate species, C4H11INO in total.

Values from the calculation:
ΔE to the lowest compared entry with this formula, charge and spin	136.0	kJ/mol
total charge	-1
HOMO	-3.47	eV
spin multiplicity	1

Positions of all 18 atoms, in Å:
1 I 3.34 -3.77 0.32
2 C 1.62 0.48 -1.03
3 C 0.81 -0.17 0.13
4 C -0.52 0.62 0.30
5 O -1.65 -0.17 0.67
6 C -2.76 0.68 0.95
7 N 0.62 -1.49 -0.43
8 H 2.34 -0.15 -1.55
9 H 2.26 1.19 -0.52
10 H 0.99 0.89 -1.82
11 H 1.27 -0.13 1.12
12 H -0.71 1.26 -0.57
13 H -0.48 1.43 1.02
14 H -2.48 1.51 1.59
15 H -3.54 0.11 1.45
16 H -3.11 1.16 0.04
17 H 1.49 -1.96 -0.24
18 H 0.47 -1.50 -1.43

---

[3]
DFT (the ωB97M-V functional and the def2-TZVPD basis) results for the ion C4H11INO with charge +1.

Values from the calculation:
ΔE to the lowest compared entry with this formula, charge and spin	144.7	kJ/mol
total charge	+1
HOMO	-13.86	eV
spin multiplicity	1
SMILES string	CC[NH2+][C@](C)(O)I

Positions of all 18 atoms, in Å:
1 C 0.47 -0.20 -2.41
2 C -0.37 -0.27 -1.11
3 N 0.62 0.25 -0.14
4 C -0.05 0.50 1.21
5 C -0.37 -0.86 1.81
6 O -1.11 1.33 1.01
7 I 1.51 1.70 2.45
8 H 0.30 0.56 -3.10
9 H 1.51 -0.23 -2.08
10 H 0.32 -1.15 -3.03
11 H -0.89 -1.30 -0.87
12 H -1.28 0.33 -1.18
13 H 0.97 1.18 -0.36
14 H 1.33 -0.39 0.09
15 H -0.69 -0.68 2.76
16 H 0.43 -1.47 1.88
17 H -1.29 -1.24 1.44
18 H -1.41 1.95 1.65

---

In order of appearance, largest force on an atom = 7.08; 3.32; 4.61 eV/A.
In order of appearance, electronic energy = -15383.9759; -15965.5235; -15956.5048 eV.